1.
Computed, not measured: a structure of composition C28H36As2HoSi, with ωB97M-V with the def2-TZVPD basis set.

Positions of all 68 atoms, in Å:
Ho (0.518, -0.664, 0.140)
As (2.240, 0.719, 1.961)
As (2.019, 1.369, -1.285)
Si (-2.376, -0.404, 0.132)
C (6.207, 2.022, 0.987)
C (-5.086, -0.356, 0.972)
C (3.795, 1.573, -0.378)
C (-4.294, -2.782, -2.787)
C (-2.737, -1.485, -1.426)
C (3.888, 1.293, 1.006)
C (-4.045, -1.780, -1.834)
C (-1.906, -3.169, -2.949)
C (2.520, 1.626, -3.160)
C (-4.340, 1.674, -0.119)
C (5.096, 1.507, 1.678)
C (1.405, 3.186, -0.930)
C (-5.652, 2.155, -0.076)
C (2.048, -2.353, 1.145)
C (-4.064, 0.401, 0.376)
C (-3.218, -3.564, -3.246)
C (4.888, 2.125, -1.050)
C (-6.390, 0.151, 1.056)
C (1.514, -2.547, -1.096)
C (0.781, -3.012, 1.052)
C (-6.679, 1.410, 0.521)
C (2.484, -2.028, -0.185)
C (-2.327, -1.421, 1.741)
C (3.134, -0.191, 3.439)
C (1.837, 2.386, 2.890)
C (0.452, -3.126, -0.327)
C (6.089, 2.363, -0.360)
C (-1.688, -2.026, -2.182)
H (-3.534, 2.256, -0.584)
H (5.189, 1.285, 2.740)
H (-4.868, -1.204, -1.414)
H (-0.715, -1.514, -2.163)
H (2.395, 2.689, -3.403)
H (4.816, 2.398, -2.104)
H (0.839, 2.695, 2.568)
H (-1.365, 0.382, 1.206)
H (7.141, 2.185, 1.529)
H (3.404, -1.505, -0.447)
H (-7.177, -0.464, 1.494)
H (-1.066, -3.766, -3.322)
H (-4.930, -1.374, 1.341)
H (0.193, -3.400, 1.885)
H (-3.398, -4.451, -3.855)
H (1.724, 3.814, -1.767)
H (-3.214, -1.138, 2.320)
H (-7.693, 1.817, 0.595)
H (1.830, 0.993, -3.734)
H (-0.416, -3.645, -0.717)
H (2.555, -1.091, 3.642)
H (-2.373, -2.497, 1.568)
H (1.836, 3.514, 0.021)
H (6.939, 2.819, -0.880)
H (3.560, 1.314, -3.297)
H (-5.894, 3.110, -0.527)
H (2.635, -2.269, 2.048)
H (2.570, 3.166, 2.655)
H (1.817, 2.159, 3.961)
H (3.108, 0.457, 4.316)
H (-1.304, 0.278, -0.778)
H (-1.488, -1.220, 2.420)
H (1.609, -2.543, -2.181)
H (0.311, 3.138, -0.886)
H (4.162, -0.465, 3.182)
H (-5.309, -2.977, -3.138)

HOMO-LUMO gap (spin up / spin down)	6.61 / 6.76	eV
charge	+1
energy relative to the best compared isomer or geometry (same formula, charge and spin)	0.0	kJ/mol
LUMO (spin up / spin down)	-3.77 / -3.62	eV
2S+1	5
⟨S²⟩	6.005
E_tot	-6797.31321	a.u.

2.
Computed, not measured: a structure of composition C28H36As2InN6O, with ωB97M-V with the def2-TZVPD basis set.

Positions of all 74 atoms, in Å:
In (-0.037, 0.893, 1.645)
As (-2.756, -1.491, 1.446)
As (0.621, -2.215, 1.521)
O (1.972, 0.739, 0.779)
N (-1.848, 2.229, 1.400)
N (0.728, 2.961, 1.683)
N (1.915, 6.472, 0.161)
N (2.907, 2.745, 2.539)
N (2.444, 4.581, 1.324)
N (0.206, 5.016, 0.613)
C (1.432, -1.071, -5.519)
C (-3.849, 4.018, 0.735)
C (-1.550, 3.489, 1.053)
C (-0.145, -4.091, -0.477)
C (2.383, -0.009, -1.471)
C (-2.698, -3.076, -0.914)
C (-0.111, 3.863, 1.099)
C (-0.026, -2.250, 3.367)
C (2.053, -3.497, 1.810)
C (-3.151, -2.512, 3.052)
C (-0.928, -4.584, -1.511)
C (1.536, 5.335, 0.708)
C (-3.129, 1.858, 1.430)
C (-2.196, -4.064, -1.743)
C (2.723, 0.263, -0.093)
C (1.268, 0.468, -3.540)
C (-2.520, 4.412, 0.713)
C (2.602, -1.514, -3.336)
C (1.549, 0.839, -2.242)
C (-4.488, -0.989, 0.764)
C (-4.160, 2.718, 1.108)
C (2.020, 3.437, 1.830)
C (-0.640, -3.117, 0.390)
C (1.767, -0.711, -4.103)
C (-1.950, -2.643, 0.185)
C (2.948, -1.171, -2.039)
C (3.918, -2.045, -1.284)
C (1.024, 2.159, -1.740)
H (-2.797, -4.435, -2.562)
H (1.666, -2.111, -5.736)
H (-5.185, 2.379, 1.150)
H (2.732, -3.067, 2.544)
H (-0.533, -5.358, -2.155)
H (0.858, -4.477, -0.358)
H (3.019, -2.415, -3.771)
H (0.378, -0.891, -5.731)
H (-2.868, -1.984, 3.957)
H (-4.632, 4.718, 0.474)
H (2.680, 1.910, 3.046)
H (-3.326, 0.845, 1.745)
H (4.000, -3.022, -1.757)
H (-0.337, -3.254, 3.650)
H (2.606, -3.724, 0.905)
H (1.236, 7.078, -0.271)
H (-3.687, -2.684, -1.108)
H (0.384, 2.047, -0.865)
H (0.442, 2.648, -2.517)
H (3.802, 3.180, 2.705)
H (-2.635, -3.465, 2.985)
H (1.841, 2.830, -1.461)
H (3.747, 0.042, 0.228)
H (3.637, -2.193, -0.244)
H (2.009, -0.448, -6.205)
H (-4.407, -0.389, -0.139)
H (0.832, -1.970, 3.981)
H (2.874, 6.774, 0.245)
H (1.593, -4.399, 2.214)
H (4.920, -1.607, -1.289)
H (-4.231, -2.663, 3.039)
H (-0.825, -1.539, 3.545)
H (-5.045, -1.906, 0.569)
H (-2.223, 5.417, 0.451)
H (-5.004, -0.428, 1.542)
H (0.647, 1.116, -4.148)

HOMO-LUMO gap	5.48	eV
charge	+3
energy relative to the best compared isomer or geometry (same formula, charge and spin)	251.2	kJ/mol
LUMO	-11.01	eV
E_tot	-6153.11592	a.u.

3.
Computed, not measured: a structure of composition C28H36As2MgSi, with ωB97M-V with the def2-TZVPD basis set.

Positions of all 68 atoms, in Å:
As (-1.390, 1.422, -1.279)
As (1.871, 2.668, -1.504)
Si (0.597, -2.941, -1.255)
Mg (0.979, 0.371, -0.625)
C (3.236, -2.538, -0.203)
C (-0.314, -0.651, 2.164)
C (0.349, 3.844, -1.045)
C (4.287, -4.129, 1.292)
C (1.047, -1.333, -2.314)
C (4.239, -2.851, 0.718)
C (-0.980, 3.338, -0.966)
C (-1.777, 5.550, -0.409)
C (0.590, 5.199, -0.818)
C (-1.756, -6.627, -2.834)
C (1.030, -1.040, 1.974)
C (-1.024, -5.168, -1.046)
C (-2.032, 4.185, -0.628)
C (-1.106, -5.798, -3.750)
C (3.456, 3.699, -1.013)
C (0.856, 1.212, 1.488)
C (-2.004, 1.502, -3.132)
C (-0.484, 6.049, -0.504)
C (-0.362, -4.337, -1.974)
C (3.333, -5.084, 0.933)
C (-0.450, -4.629, -3.342)
C (2.191, -3.445, -0.460)
C (-0.439, 0.725, 1.847)
C (1.771, 0.095, 1.537)
C (1.800, 2.884, -3.447)
C (-3.085, 1.162, -0.333)
C (2.286, -4.744, 0.067)
C (-1.720, -6.303, -1.473)
H (-1.006, -4.911, 0.016)
H (-0.287, 7.110, -0.337)
H (-3.038, 3.785, -0.511)
H (1.504, -5.472, -0.154)
H (-2.221, -6.930, -0.734)
H (-2.595, 2.418, -3.281)
H (1.998, 1.894, -3.882)
H (2.574, 3.600, -3.752)
H (3.384, -6.095, 1.345)
H (2.852, 0.176, 1.399)
H (1.602, 5.597, -0.887)
H (-2.620, 0.607, -3.307)
H (5.088, -4.383, 1.997)
H (1.374, -1.733, -3.302)
H (3.276, -1.546, -0.659)
H (-2.996, 1.541, 0.690)
H (3.209, 4.429, -0.243)
H (-3.252, 0.077, -0.313)
H (0.800, 3.228, -3.739)
H (0.194, -0.693, -2.555)
H (4.162, 2.969, -0.609)
H (-1.335, 1.331, 1.993)
H (-0.558, -2.455, -0.153)
H (3.879, 4.179, -1.897)
H (-3.893, 1.665, -0.874)
H (0.005, -3.931, -4.057)
H (1.443, -2.022, 2.199)
H (1.960, -0.774, -1.996)
H (4.978, -2.095, 0.999)
H (-0.126, -3.110, 0.269)
H (1.139, 2.259, 1.373)
H (-1.122, 1.498, -3.790)
H (-2.604, 6.215, -0.161)
H (-1.105, -1.279, 2.592)
H (-1.105, -6.065, -4.805)
H (-2.297, -7.514, -3.156)

HOMO-LUMO gap (spin up / spin down)	3.65 / 3.64	eV
energy relative to the best compared isomer or geometry (same formula, charge and spin)	91.7	kJ/mol
LUMO (spin up / spin down)	0.12 / 0.13	eV
E_tot	-6049.40841	a.u.